{
  "formula": "C11H15IN3",
  "method": "ωB97M-V/def2-TZVPD",
  "e_above_lowest_ev": 1.301,
  "spin_multiplicity": 1,
  "charge": 1,
  "lumo_ev": -4.01,
  "gap_ev": 7.715,
  "homo_ha": -0.431,
  "total_energy_ev": -24214.574,
  "species": ["I", "N", "N", "N", "C", "C", "C", "C", "C", "C", "C", "C", "C", "C", "C", "H", "H", "H", "H", "H", "H", "H", "H", "H", "H", "H", "H", "H", "H", "H"],
  "positions_angstrom": [[0.02, -3.77, -2.80], [-2.07, -1.07, -2.57], [-1.68, -0.84, -0.34], [0.16, 0.26, -3.24], [-0.94, -0.34, 0.75], [0.94, 1.67, 4.00], [-1.21, -0.73, -1.57], [2.15, 1.15, -1.23], [0.30, 0.94, 2.86], [0.30, 0.30, 0.42], [0.82, 0.42, -0.91], [0.85, 0.99, 1.59], [-0.04, -0.06, -1.90], [-1.59, -0.38, 2.04], [-0.89, 0.22, 3.05], [0.33, -5.29, -3.48], [0.84, 0.82, -3.53], [-2.31, -1.54, -0.03], [-2.81, -1.79, -2.36], [-1.81, -0.99, -3.61], [1.88, 1.51, 1.52], [2.03, 2.30, -1.18], [2.04, 1.49, 3.79], [2.63, 0.82, -2.13], [-1.49, 0.27, 4.08], [3.03, 0.95, -0.49], [-0.33, -0.32, -3.87], [0.72, 1.03, 4.86], [0.69, 2.71, 4.07], [-2.58, -0.73, 2.21]],
  "lowdin_charge": [0.412, 0.125, 0.181, 0.175, -0.117, -0.035, -0.352, -0.018, -0.292, -0.076, -0.087, 0.032, -0.221, 0.000, -0.039, -0.244, 0.051, 0.163, 0.144, 0.135, 0.144, 0.129, 0.102, 0.059, 0.168, 0.116, 0.061, 0.091, 0.081, 0.110]
}

***

{
  "formula": "C11H15N",
  "method": "ωB97M-V/def2-TZVPD",
  "e_above_lowest_ev": 2.552,
  "smiles": "Cc1c[nH]c2ccccc12.CC",
  "spin_multiplicity": 1,
  "lumo_ev": 0.90,
  "gap_ev": 8.703,
  "homo_ha": -0.287,
  "total_energy_ev": -13138.239,
  "species": ["N", "C", "C", "C", "C", "C", "C", "C", "C", "C", "C", "C", "H", "H", "H", "H", "H", "H", "H", "H", "H", "H", "H", "H", "H", "H", "H"],
  "positions_angstrom": [[0.17, -1.62, -1.81], [0.77, -0.35, -1.74], [0.78, -1.59, 0.31], [1.00, 0.58, -2.73], [1.07, -0.33, -0.34], [-2.69, 1.57, 1.66], [0.90, -1.75, 1.73], [1.73, 0.91, -0.04], [-2.46, 0.08, 1.32], [1.96, 1.86, -0.94], [1.48, 1.76, -2.28], [0.41, -2.37, -0.74], [-3.57, 1.89, 2.14], [0.86, 0.40, -3.86], [-3.49, -0.32, 1.52], [0.13, -2.16, -2.69], [0.61, -2.76, 1.99], [-2.09, -0.07, 0.36], [-2.63, 2.05, 0.78], [0.15, -3.37, -0.58], [1.36, 2.59, -2.90], [0.52, -0.95, 2.26], [1.94, -1.60, 2.04], [2.20, 1.22, 0.93], [2.49, 2.83, -0.69], [-1.85, -0.53, 2.08], [-1.75, 2.01, 2.22]],
  "lowdin_charge": [0.050, -0.193, -0.248, -0.051, -0.103, -0.159, -0.054, -0.065, -0.151, -0.129, -0.103, -0.095, 0.041, 0.143, 0.070, 0.164, 0.091, 0.031, 0.005, 0.115, 0.080, 0.045, 0.090, 0.124, 0.122, 0.076, 0.104]
}

***

{
  "formula": "C11H15N",
  "method": "ωB97M-V/def2-TZVPD",
  "e_above_lowest_ev": 1.442,
  "smiles": "Cc1c[nH]c2ccccc12.CC",
  "spin_multiplicity": 1,
  "lumo_ev": 0.90,
  "gap_ev": 8.587,
  "homo_ha": -0.283,
  "total_energy_ev": -13139.349,
  "species": ["N", "C", "C", "C", "C", "C", "C", "C", "C", "C", "C", "C", "H", "H", "H", "H", "H", "H", "H", "H", "H", "H", "H", "H", "H", "H", "H"],
  "positions_angstrom": [[-1.17, 0.41, 0.48], [0.61, -0.68, 1.30], [-0.14, -3.13, 0.42], [-1.15, 0.62, -3.26], [-1.33, -0.96, 0.17], [0.67, 1.69, 1.63], [-0.22, -1.64, 0.62], [1.67, -0.89, 2.16], [-0.01, 0.62, 1.16], [-0.37, 1.91, -3.10], [2.09, 0.20, 2.94], [1.63, 1.47, 2.67], [0.23, 2.68, 1.71], [0.56, -3.63, 1.08], [0.47, 1.91, -3.80], [1.74, -1.95, 2.39], [1.82, 2.29, 3.35], [-0.94, 2.81, -3.36], [0.00, 2.17, -2.11], [-2.20, -1.15, -0.43], [-1.12, -3.60, 0.46], [0.28, -3.24, -0.59], [-2.18, 0.78, -2.93], [2.64, 0.14, 3.87], [-0.67, -0.27, -2.83], [-1.79, 1.20, 0.31], [-1.12, 0.25, -4.29]],
  "lowdin_charge": [0.066, -0.146, -0.044, -0.178, -0.045, -0.031, -0.226, -0.020, -0.239, -0.176, -0.110, -0.098, 0.104, 0.067, 0.062, 0.108, 0.094, 0.062, 0.049, 0.119, 0.074, 0.081, 0.059, 0.096, 0.056, 0.153, 0.063]
}

***

{
  "formula": "C11H15N",
  "method": "ωB97M-V/def2-TZVPD",
  "e_above_lowest_ev": 0.322,
  "smiles": "Cc1c[nH]c2ccccc12.CC",
  "spin_multiplicity": 1,
  "lumo_ev": 0.96,
  "gap_ev": 8.833,
  "homo_ha": -0.289,
  "total_energy_ev": -13140.469,
  "species": ["N", "C", "C", "C", "C", "C", "C", "C", "C", "C", "C", "C", "H", "H", "H", "H", "H", "H", "H", "H", "H", "H", "H", "H", "H", "H", "H"],
  "positions_angstrom": [[3.28, 1.31, 0.64], [2.93, -0.47, -1.10], [2.41, 1.95, 1.52], [1.94, -1.09, -1.84], [0.59, -0.95, -1.48], [0.21, -0.13, -0.44], [1.15, 1.49, 1.37], [-0.12, 1.95, 2.02], [-2.86, -1.55, -0.01], [1.20, 0.57, 0.26], [-3.91, -1.31, -1.09], [2.55, 0.42, -0.11], [2.85, 2.60, 2.26], [-0.03, 2.91, 2.53], [-0.48, 1.22, 2.74], [-0.89, 2.09, 1.26], [-4.69, -0.66, -0.71], [2.16, -1.73, -2.68], [4.28, 1.25, 0.78], [-4.34, -2.25, -1.43], [-1.88, -1.75, -0.43], [3.98, -0.64, -1.32], [-0.80, 0.02, -0.08], [-2.74, -0.68, 0.64], [-3.46, -0.76, -1.92], [-0.17, -1.47, -2.06], [-3.16, -2.35, 0.67]],
  "lowdin_charge": [0.069, -0.029, -0.061, -0.095, -0.099, -0.029, -0.228, -0.049, -0.170, -0.136, -0.155, -0.222, 0.119, 0.074, 0.079, 0.076, 0.059, 0.098, 0.150, 0.060, 0.029, 0.107, 0.076, 0.057, 0.061, 0.094, 0.066]
}

***

Copy entry 1 word for word.
{
  "formula": "C11H15IN3",
  "method": "ωB97M-V/def2-TZVPD",
  "e_above_lowest_ev": 1.301,
  "spin_multiplicity": 1,
  "charge": 1,
  "lumo_ev": -4.01,
  "gap_ev": 7.715,
  "homo_ha": -0.431,
  "total_energy_ev": -24214.574,
  "species": ["I", "N", "N", "N", "C", "C", "C", "C", "C", "C", "C", "C", "C", "C", "C", "H", "H", "H", "H", "H", "H", "H", "H", "H", "H", "H", "H", "H", "H", "H"],
  "positions_angstrom": [[0.02, -3.77, -2.80], [-2.07, -1.07, -2.57], [-1.68, -0.84, -0.34], [0.16, 0.26, -3.24], [-0.94, -0.34, 0.75], [0.94, 1.67, 4.00], [-1.21, -0.73, -1.57], [2.15, 1.15, -1.23], [0.30, 0.94, 2.86], [0.30, 0.30, 0.42], [0.82, 0.42, -0.91], [0.85, 0.99, 1.59], [-0.04, -0.06, -1.90], [-1.59, -0.38, 2.04], [-0.89, 0.22, 3.05], [0.33, -5.29, -3.48], [0.84, 0.82, -3.53], [-2.31, -1.54, -0.03], [-2.81, -1.79, -2.36], [-1.81, -0.99, -3.61], [1.88, 1.51, 1.52], [2.03, 2.30, -1.18], [2.04, 1.49, 3.79], [2.63, 0.82, -2.13], [-1.49, 0.27, 4.08], [3.03, 0.95, -0.49], [-0.33, -0.32, -3.87], [0.72, 1.03, 4.86], [0.69, 2.71, 4.07], [-2.58, -0.73, 2.21]],
  "lowdin_charge": [0.412, 0.125, 0.181, 0.175, -0.117, -0.035, -0.352, -0.018, -0.292, -0.076, -0.087, 0.032, -0.221, 0.000, -0.039, -0.244, 0.051, 0.163, 0.144, 0.135, 0.144, 0.129, 0.102, 0.059, 0.168, 0.116, 0.061, 0.091, 0.081, 0.110]
}